Record 1
The following is a DFT calculation (ωB97M-V/def2-TZVPD) of C4H6O in the gas phase.

Last column: Löwdin charge in e.
Positions of all 11 atoms, in Å:
C  -1.2963  -0.3645  -0.1065  -0.080
C  -0.0367  0.2067  0.5419  -0.360
C  1.2874  -0.1350  -0.1488  -0.131
O  1.3062  1.2306  -0.6458  -0.077
C  0.2255  1.6377  0.0171  0.034
H  -2.1859  -0.0380  0.4396  0.079
H  -1.2801  -1.4595  -0.1258  0.079
H  -0.0548  0.0993  1.6317  0.132
H  1.2718  -0.8697  -0.9613  0.123
H  2.1546  -0.3000  0.4968  0.120
H  -1.3917  -0.0077  -1.1389  0.082

Calculated values
- Largest force on an atom: 0.37 eV/A
- HOMO: -8.632 eV
- Molecular weight: 70.09 g/mol
- Energy relative to the best compared isomer or geometry (same formula, charge and spin): 262.8 kJ/mol

=====

Record 2
The following is a DFT calculation (ωB97M-V/def2-TZVPD) of 3 unconnected molecules or ions with the total composition C4H6O2 at a distorted geometry.

Last column: Löwdin charge in e.
Positions of all 12 atoms, in Å:
O  0.1858  0.3032  -1.6275  0.060
C  -0.7713  0.2013  -0.7026  -0.383
C  -1.9822  -0.1243  -0.4021  0.022
C  -1.1065  0.4006  0.7309  -0.123
C  2.2344  0.8579  1.4281  0.044
O  2.3245  1.0337  0.3072  -0.003
H  0.9795  0.6641  -1.2078  0.064
H  1.2910  -1.8533  -0.4840  0.031
H  -2.9633  -0.4934  -0.6463  0.091
H  -0.7264  -0.2937  1.4911  0.073
H  -1.2729  1.4106  1.1250  0.079
H  1.8073  -2.1067  -0.0121  0.045

Calculated values
- Largest force on an atom: 1.44 eV/A
- HOMO: -8.787 eV
- Molecular weight: 86.09 g/mol
- Energy relative to the best compared isomer or geometry (same formula, charge and spin): 413.9 kJ/mol

=====

Record 3
The following is a DFT calculation (ωB97M-V/def2-TZVPD) of a molecular structure, C4H6O2.

Last column: Löwdin charge in e.
Positions of all 12 atoms, in Å:
C  -0.4321  -1.1822  -0.2749  -0.203
C  0.3531  1.6954  0.0715  -0.087
C  0.6345  0.4104  -0.6276  -0.012
O  -1.1726  -1.3756  0.8735  0.028
C  1.0155  -0.7776  -0.0074  -0.461
O  1.9438  -1.3299  0.5446  0.070
H  -2.1024  -1.4957  0.6465  0.109
H  -0.5884  -1.8813  -1.1000  0.155
H  -0.6754  -0.1618  -0.9072  0.142
H  -0.1881  1.5860  1.0172  0.089
H  1.3498  2.0777  0.3251  0.100
H  -0.1377  2.4345  -0.5613  0.070

Calculated values
- Largest force on an atom: 0.38 eV/A
- HOMO: -8.594 eV
- Molecular weight: 86.09 g/mol
- Energy relative to the best compared isomer or geometry (same formula, charge and spin): 442.3 kJ/mol